# 1
14
Properties=species:S:1:pos:R:3:lowdin_charge:R:1 method="wB97M-V/def2-TZVPD" e_above_lowest_ev=4.527 energy_ha=-2748.058600 total_charge=+1
C 0.756 0.018 1.282 -0.1141
C 0.527 1.591 -0.484 -0.1119
C -1.614 -1.843 -0.896 -0.2952
N 0.755 0.265 -0.120 -0.1700
Br -2.435 -1.613 0.692 0.9696
H 1.860 0.008 1.608 0.1294
H 0.194 0.838 1.759 0.0989
H 0.369 -1.015 1.339 0.0514
H 0.436 1.655 -1.536 0.0868
H -0.449 1.784 0.022 0.1070
H 1.182 2.311 -0.146 0.0734
H -0.958 -2.636 -1.223 0.0537
H -1.860 -1.040 -1.541 0.0070
H 1.236 -0.322 -0.756 0.1140

# 2
16
Properties=species:S:1:pos:R:3:lowdin_charge:R:1 method="wB97M-V/def2-TZVPD" e_above_lowest_ev=3.290 energy_ha=-3487.922286
C 0.192 -1.396 -0.592 -0.1361
C 2.133 0.004 -0.808 -0.1569
C -1.528 0.726 1.187 -0.2864
N 0.761 -0.095 -0.373 -0.5113
P -0.202 1.233 -0.137 0.4675
S 1.048 2.522 0.674 0.1684
Br -4.764 0.554 0.520 0.1263
H 0.861 -2.180 -0.395 0.0608
H -0.650 -1.484 0.115 0.0585
H -0.141 -1.535 -1.637 0.0977
H 2.672 0.784 -0.335 0.0052
H 2.593 -1.067 -0.574 0.1281
H 2.260 0.061 -1.835 0.0540
H -1.624 -0.386 1.135 0.0173
H -1.105 1.062 2.113 0.0120
H -2.505 1.196 0.942 -0.1052

# 3
19
Properties=species:S:1:pos:R:3:lowdin_charge:R:1 method="wB97M-V/def2-TZVPD" e_above_lowest_ev=0.907 energy_ha=-3498.442342
Na 15.315 16.192 6.996 0.5784
Br 16.562 15.112 9.486 -0.4373
C 13.353 10.081 14.080 -0.0878
O 13.816 11.338 13.559 -0.2455
P 12.962 12.728 13.691 0.4692
O 12.051 12.839 14.887 -0.2606
O 12.167 12.776 12.305 -0.2216
C 11.438 13.976 12.054 -0.1184
O 14.053 13.901 13.430 -0.2230
C 15.083 13.788 12.493 -0.1657
H 13.320 9.377 13.249 0.0914
H 12.339 10.179 14.466 0.0772
H 13.953 9.881 14.968 0.0920
H 11.637 14.896 12.605 0.0902
H 10.370 13.757 12.065 0.0903
H 11.748 14.311 11.064 0.0835
H 16.064 13.947 12.942 0.0873
H 14.898 14.560 11.746 0.0155
H 15.267 12.800 12.072 0.0851